Below is a molecular structure, C37H71N3O2PbSi6Te at a distorted geometry, with properties calculated with ωB97M-V/def2-TZVPD.

The geometry in XYZ format:
```
121
C37H71N3O2PbSi6Te | the Open Molecules 2025 dataset | ωB97M-V/def2-TZVPD
Pb 0.780 -0.822 1.422
C 2.645 -0.547 2.910
N 2.994 -1.139 1.632
C 3.574 -2.469 1.836
C 3.176 -3.535 0.796
C 2.269 -4.627 1.359
N 1.104 -4.011 1.983
C -0.002 -4.601 1.791
C -1.342 -4.224 2.297
C -2.281 -5.262 2.347
C -3.574 -5.099 2.817
C -3.954 -3.809 3.231
C -3.075 -2.750 3.163
C -1.720 -2.881 2.694
O -0.960 -1.856 2.604
C 3.770 -0.214 0.834
C 3.993 -0.615 -0.619
C 2.753 -0.459 -1.495
N 1.737 -1.421 -1.127
C 1.367 -2.278 -1.976
C 0.496 -3.419 -1.687
C 0.425 -4.426 -2.664
C -0.288 -5.594 -2.488
C -0.958 -5.766 -1.259
C -0.919 -4.789 -0.290
C -0.226 -3.550 -0.474
O -0.308 -2.644 0.439
H 3.537 -0.359 3.537
H 1.943 -1.201 3.433
H 2.140 0.411 2.748
H 3.200 -2.797 2.804
H 4.674 -2.402 1.913
H 4.073 -3.990 0.362
H 2.622 -3.054 -0.005
H 2.818 -5.221 2.100
H 1.980 -5.306 0.551
H -0.003 -5.525 1.198
H -1.958 -6.247 2.013
H -4.266 -5.929 2.854
H -4.963 -3.640 3.594
H -3.387 -1.753 3.459
H 4.752 -0.017 1.308
H 3.228 0.739 0.830
H 4.374 -1.641 -0.693
H 4.767 0.042 -1.030
H 3.044 -0.557 -2.552
H 2.345 0.553 -1.356
H 1.759 -2.240 -3.005
H 0.979 -4.271 -3.589
H -0.328 -6.349 -3.264
H -1.508 -6.683 -1.069
H -1.423 -4.913 0.662
C -2.080 0.407 -4.027
Si -0.490 1.345 -4.294
C -0.782 2.495 -5.751
C 0.785 0.096 -4.852
Si 0.067 2.427 -2.312
Te -0.655 1.141 -0.345
Si 2.150 3.424 -2.583
C 3.484 2.485 -3.500
C 1.964 4.995 -3.596
C 2.862 3.954 -0.942
Si -1.387 4.248 -2.124
C -3.137 3.635 -1.868
C -0.896 5.221 -0.602
C -1.532 5.493 -3.527
H -2.370 -0.141 -4.935
H -2.900 1.088 -3.746
H -1.962 -0.310 -3.199
H -1.069 1.907 -6.633
H 0.116 3.084 -6.002
H -1.591 3.208 -5.532
H 0.414 -0.449 -5.730
H 0.979 -0.633 -4.050
H 1.744 0.568 -5.113
H 3.112 2.114 -4.467
H 3.863 1.619 -2.942
H 4.320 3.170 -3.692
H 1.513 4.789 -4.582
H 2.952 5.445 -3.751
H 1.322 5.730 -3.089
H 2.961 3.103 -0.249
H 2.195 4.684 -0.456
H 3.851 4.416 -1.074
H -3.151 2.736 -1.234
H -3.611 3.378 -2.830
H -3.739 4.414 -1.379
H -0.707 4.534 0.240
H -1.699 5.913 -0.310
H 0.024 5.805 -0.775
H -1.872 5.011 -4.456
H -0.585 6.005 -3.751
H -2.277 6.250 -3.241
C 0.031 1.652 5.352
Si -0.363 1.735 3.515
C -1.477 3.232 3.326
C 1.263 2.308 2.757
C -0.965 0.124 2.966
Si -2.734 -0.217 2.682
C -3.781 1.272 2.206
C -3.146 -1.486 1.369
C -3.517 -0.888 4.253
H 0.515 2.576 5.700
H 0.708 0.804 5.557
H -0.887 1.491 5.942
H -0.935 4.116 3.690
H -2.406 3.128 3.910
H -1.760 3.404 2.274
H 1.599 3.221 3.271
H 1.160 2.522 1.686
H 2.059 1.546 2.872
H -0.669 -0.564 3.782
H -3.302 1.859 1.408
H -3.959 1.943 3.060
H -4.755 0.920 1.833
H -3.284 -1.006 0.390
H -4.078 -2.004 1.641
H -2.356 -2.240 1.247
H -3.450 -0.160 5.079
H -2.998 -1.809 4.576
H -4.576 -1.128 4.080
```

Computed properties:
- 2S+1 = 1
- highest occupied orbital energy (eV) = -0.191
- Kohn-Sham gap (eV) = 4.27
- LUMO (eV) = 4.1
- E (eV) = -107885.0664
- energy relative to the best compared isomer or geometry (same formula, charge and spin) (kJ/mol) = 1480.1
- charge = -2

Below is 11 unconnected molecules or ions with the total composition C37H72Cl6O24 at a distorted geometry, with properties calculated with ωB97M-V/def2-TZVPD.

The geometry in XYZ format:
```
139
C37H72Cl6O24 | the Open Molecules 2025 dataset | ωB97M-V/def2-TZVPD
C -1.251 6.186 3.559
C -0.084 6.968 3.029
O -0.598 7.809 2.009
C 0.159 8.859 1.684
O 1.233 9.303 2.112
O -0.461 9.518 0.718
C 0.117 10.699 0.052
H -1.786 5.700 2.743
H -1.891 6.944 4.012
H -1.054 5.352 4.233
H 0.650 6.243 2.676
H 0.357 7.395 3.930
H -0.247 10.613 -0.972
H 1.206 10.741 0.017
H -0.298 11.624 0.453
C -7.545 4.152 -7.969
C -6.766 3.691 -9.229
O -5.673 4.542 -9.583
C -5.903 5.686 -10.419
O -5.005 6.431 -10.791
O -7.157 5.677 -10.886
C -7.431 6.613 -11.956
H -8.224 3.369 -7.630
H -8.110 5.051 -8.215
H -6.825 4.161 -7.151
H -7.483 3.382 -9.989
H -6.168 2.807 -9.009
H -7.278 6.376 -13.009
H -6.883 7.551 -11.862
H -8.490 6.813 -11.793
C 1.840 -3.000 10.138
C 2.706 -2.485 11.393
O 3.435 -3.500 11.981
C 4.158 -3.197 13.030
O 4.029 -2.207 13.768
O 5.152 -4.052 13.320
C 5.295 -5.399 12.746
H 0.926 -2.411 10.068
H 1.486 -4.010 10.345
H 2.267 -3.089 9.138
H 2.024 -2.232 12.204
H 3.253 -1.552 11.263
H 6.336 -5.538 12.455
H 4.766 -5.580 11.810
H 5.016 -6.194 13.437
C -1.573 -4.339 -9.009
C -2.226 -5.590 -8.274
O -2.342 -6.805 -9.007
C -1.284 -7.541 -9.471
O -0.090 -7.139 -9.492
O -1.805 -8.698 -9.963
C -1.059 -9.686 -10.605
H -2.255 -4.127 -9.833
H -0.557 -4.503 -9.366
H -1.594 -3.483 -8.334
H -3.228 -5.221 -8.055
H -1.664 -5.930 -7.404
H -0.015 -9.774 -10.306
H -1.043 -9.722 -11.694
H -1.333 -10.669 -10.224
C -0.998 1.976 -1.538
C -0.047 0.777 -2.063
O 1.132 0.623 -1.421
C 1.101 -0.037 -0.171
O 0.162 -0.304 0.567
O 2.359 -0.340 0.125
C 2.745 -0.790 1.460
H -1.741 2.303 -2.265
H -0.524 2.881 -1.159
H -1.647 1.596 -0.749
H 0.355 1.087 -3.027
H -0.586 -0.145 -2.280
H 2.415 -0.166 2.290
H 3.828 -0.891 1.527
H 2.517 -1.810 1.772
C 8.291 -8.453 4.554
C 9.334 -9.600 4.857
O 9.766 -9.277 6.140
C 10.777 -9.937 6.613
O 11.416 -10.761 5.962
O 10.773 -9.716 8.020
C 11.828 -10.145 8.775
H 8.733 -7.511 4.229
H 7.601 -8.198 5.358
H 7.824 -8.801 3.632
H 10.015 -9.809 4.031
H 8.723 -10.481 5.055
H 11.710 -11.218 8.625
H 11.676 -9.805 9.800
H 12.852 -9.902 8.491
C -11.254 1.651 0.802
C -11.651 1.437 2.248
O -12.890 0.870 2.553
C -13.008 -0.525 2.737
O -12.453 -1.373 2.046
O -13.769 -0.754 3.882
C -14.908 0.073 4.189
H -10.187 1.851 0.702
H -11.700 2.620 0.581
H -11.424 0.862 0.069
H -11.594 2.379 2.794
H -10.917 0.777 2.710
H -15.166 1.004 3.685
H -14.938 0.181 5.273
H -15.850 -0.474 4.145
O 5.520 3.559 6.208
C 6.097 4.494 5.688
O 6.180 5.765 6.121
C 7.008 6.532 5.278
C 7.400 5.570 4.200
O 6.589 4.425 4.461
H 6.624 7.403 4.746
H 7.880 6.888 5.827
H 8.446 5.307 4.359
H 7.082 5.722 3.168
Cl -5.395 -4.121 1.247
C -4.923 -5.460 0.213
C -6.192 -6.199 -0.149
Cl -5.916 -7.344 -1.464
H -4.130 -6.019 0.710
H -4.553 -4.993 -0.700
H -7.017 -5.544 -0.426
H -6.527 -6.797 0.698
Cl 9.507 0.036 -1.943
C 8.529 1.520 -2.028
C 7.685 1.771 -3.289
Cl 8.565 1.678 -4.872
H 9.275 2.305 -1.901
H 7.847 1.490 -1.179
H 7.015 2.628 -3.221
H 6.972 0.948 -3.344
Cl 2.515 5.882 -7.853
C 1.694 7.260 -8.713
C 2.571 8.550 -8.995
Cl 4.036 7.942 -9.918
H 0.920 7.451 -7.969
H 1.308 6.782 -9.614
H 2.863 9.045 -8.069
H 2.117 9.215 -9.729
```

Computed properties:
- structure (SMILES) = CCOC(=O)OC.CCOC(=O)OC.CCOC(=O)OC.CCOC(=O)OC.CCOC(=O)OC.CCOC(=O)OC.CCOC(=O)OC.O=C1OCCO1.ClCCCl.ClCCCl.ClCCCl
- 2S+1 = 1
- highest occupied orbital energy (eV) = -10.511
- Kohn-Sham gap (eV) = 10.69
- LUMO (eV) = 0.2
- E (eV) = -163804.4999

Below is 4 unconnected molecules or ions with the total composition C37H73N4O11S4 at a distorted geometry, with properties calculated with ωB97M-V/def2-TZVPD.

The geometry in XYZ format:
```
129
C37H73N4O11S4 | the Open Molecules 2025 dataset | ωB97M-V/def2-TZVPD
C 3.040 -5.069 -0.558
C 3.928 -3.770 -0.577
O 3.604 -2.839 -1.596
C 2.360 -2.223 -1.399
C 2.309 -1.254 -0.166
O 1.048 -1.388 0.545
C 1.359 -2.078 1.762
C 0.046 -2.411 2.517
O 0.172 -3.045 3.808
C 1.250 -3.810 3.874
N 2.180 -4.425 3.744
C -0.959 -1.217 2.821
C -0.549 0.247 2.463
C -1.520 0.988 1.471
C -2.227 2.156 2.231
C -2.872 3.231 1.304
C -4.398 3.000 1.039
C -4.717 1.816 0.075
C -4.115 1.949 -1.357
C -3.905 0.540 -2.012
C -5.237 -0.168 -2.418
C -5.897 -1.025 -1.274
C -5.577 -2.563 -1.405
C -6.745 -3.397 -2.006
O -7.970 -3.323 -1.290
C -7.799 -3.330 0.124
N -2.275 -1.745 2.354
C -1.840 -2.363 1.119
N -2.371 -2.180 -0.024
S -1.685 -2.949 -1.421
N -0.727 -3.158 1.477
C -1.122 -4.550 1.772
O -2.204 -4.936 0.916
C -3.108 -5.787 1.635
C -4.151 -4.956 2.474
H 3.556 -5.891 -1.095
H 2.876 -5.357 0.498
H 2.068 -4.946 -1.078
H 3.945 -3.340 0.449
H 4.966 -4.108 -0.777
H 2.147 -1.644 -2.323
H 1.503 -2.930 -1.280
H 3.173 -1.399 0.506
H 2.366 -0.209 -0.537
H 1.986 -1.419 2.409
H 1.936 -2.982 1.477
H -1.105 -1.200 3.919
H -0.581 0.822 3.411
H 0.479 0.355 2.080
H -2.261 0.334 0.980
H -0.906 1.426 0.652
H -1.491 2.691 2.872
H -2.976 1.718 2.925
H -2.300 3.409 0.370
H -2.826 4.190 1.863
H -4.854 3.917 0.613
H -4.917 2.847 2.006
H -4.352 0.879 0.552
H -5.822 1.781 -0.055
H -3.124 2.441 -1.321
H -4.747 2.577 -2.021
H -3.267 -0.057 -1.321
H -3.295 0.687 -2.930
H -5.031 -0.856 -3.265
H -5.976 0.608 -2.704
H -6.989 -0.857 -1.222
H -5.484 -0.712 -0.288
H -5.171 -2.995 -0.462
H -4.737 -2.636 -2.135
H -6.946 -2.964 -3.010
H -6.375 -4.433 -2.170
H -6.974 -3.982 0.477
H -7.678 -2.275 0.462
H -8.731 -3.699 0.602
H -2.443 -2.501 3.025
H -3.197 -1.567 -0.050
H -0.653 -2.085 -1.699
H -1.459 -4.723 2.814
H -0.265 -5.199 1.480
H -2.567 -6.500 2.291
H -3.699 -6.414 0.938
H -3.811 -4.809 3.521
H -4.266 -3.980 1.959
H -5.122 -5.487 2.506
C 7.632 1.154 -2.379
C 7.216 0.853 -3.826
C 6.935 -0.651 -3.922
S 6.412 -1.171 -2.287
O 7.399 -2.078 -1.751
O 5.004 -1.510 -2.314
C 6.618 0.422 -1.503
H 7.643 2.217 -2.173
H 8.637 0.763 -2.194
H 6.309 1.413 -4.067
H 7.981 1.153 -4.536
H 6.142 -0.870 -4.635
H 7.833 -1.210 -4.182
H 6.955 0.287 -0.477
H 5.650 0.926 -1.518
C -7.531 6.744 4.556
C -6.700 5.918 5.544
C -6.018 4.800 4.747
S -5.813 5.428 3.079
O -6.634 4.645 2.190
O -4.412 5.660 2.826
C -6.622 6.996 3.358
H -7.876 7.678 4.999
H -8.410 6.173 4.245
H -5.942 6.557 6.005
H -7.315 5.510 6.346
H -5.042 4.548 5.158
H -6.641 3.908 4.696
H -7.162 7.297 2.462
H -5.851 7.730 3.596
C 12.563 2.559 -3.910
C 12.367 4.049 -3.611
C 11.089 4.497 -4.330
S 10.044 3.044 -4.446
O 9.895 2.691 -5.835
O 8.902 3.202 -3.574
C 11.201 1.909 -3.692
H 13.325 2.114 -3.270
H 12.877 2.428 -4.949
H 12.252 4.192 -2.534
H 13.224 4.641 -3.930
H 10.564 5.272 -3.776
H 11.298 4.841 -5.342
H 11.112 0.928 -4.155
H 10.960 1.846 -2.629
```

Computed properties:
- 2S+1 = 1
- highest occupied orbital energy (eV) = -10.961
- Kohn-Sham gap (eV) = 7.48
- LUMO (eV) = -3.5
- E (eV) = -111362.7980
- charge = +1